63
Properties=species:S:1:pos:R:3:forces:R:3 method="wB97M-V/def2-TZVPD" de_lowest_kcal_mol=4.7 lumo_energy_ev="2.30 / 2.30" e_homo_ha="-0.205 / -0.205" homo_lumo_gap_ev="7.893 / 7.892" multiplicity=2 total_charge=-1
Co 0.212826 1.378193 0.751453 0.7 0.5 2.0
O -5.808020 0.918128 1.322347 0.1 0.0 0.0
C -4.496690 1.181230 1.066119 -0.1 0.0 0.1
C -3.959477 1.056840 -0.207460 0.2 0.1 0.0
C -2.612791 1.322614 -0.376658 -0.1 0.0 0.0
N -1.841567 1.668721 0.643854 0.3 -0.3 -0.5
C -2.370826 1.856176 1.848477 -0.1 0.0 0.2
C -3.704754 1.623911 2.118862 0.2 0.1 -0.1
C -1.370133 2.427105 2.834614 -0.3 0.0 0.1
O -1.724172 2.831679 3.929880 0.0 0.0 0.0
O -0.186720 2.485861 2.341971 0.2 -0.4 -0.5
C -1.903774 1.350268 -1.725417 0.0 0.1 0.1
O -2.580111 1.037329 -2.736568 -0.1 -0.1 -0.1
O -0.725577 1.723459 -1.667426 0.1 0.1 -0.5
H -6.210893 0.557757 0.526736 0.0 0.0 0.0
H -4.555069 0.769528 -1.064279 0.0 0.0 0.0
H -4.100023 1.782293 3.109804 0.0 0.0 0.0
N 2.919687 3.453134 5.143491 0.0 0.1 0.0
C 3.920358 2.683915 4.651633 0.1 -0.1 0.0
O 5.080496 2.802040 5.012535 -0.1 0.0 0.0
C 3.493213 1.657630 3.653127 -0.1 0.1 -0.1
C 4.144476 0.434297 3.582206 0.0 0.1 0.0
C 3.669393 -0.507591 2.693733 0.0 0.0 0.0
C 2.575133 -0.195047 1.902147 -0.1 -0.1 -0.1
N 1.961653 0.984210 1.945459 0.1 0.4 -0.3
C 2.423650 1.894229 2.802554 0.0 -0.2 0.1
H 3.161820 4.173419 5.800234 0.0 0.0 0.0
H 1.954044 3.303971 4.902950 0.0 0.0 0.0
H 4.986784 0.241609 4.232732 0.0 0.0 0.0
H 4.105091 -1.493846 2.629823 0.0 0.0 0.0
H 2.143265 -0.925219 1.235411 0.0 0.0 0.0
H 1.885033 2.825788 2.816776 0.0 0.1 0.0
C 0.614180 -0.177772 -3.395451 0.1 0.0 -0.1
As 1.869392 -0.150753 -1.945124 -0.1 0.1 0.2
C 2.215092 -1.950856 -1.368075 0.0 0.0 -0.1
C 3.509882 0.416336 -2.777911 0.0 0.0 0.0
O 1.661197 0.840510 -0.626825 -0.5 -0.2 -0.4
H 0.863605 -1.051649 -4.000889 0.0 0.0 0.0
H 0.737390 0.737282 -3.972305 0.0 0.0 0.0
H -0.400943 -0.220313 -3.025950 0.0 0.0 0.0
H 2.224141 -2.611654 -2.235458 0.0 0.0 0.0
H 1.437872 -2.273933 -0.678572 0.0 0.0 0.1
H 3.192581 -1.959803 -0.884088 0.0 0.0 0.0
H 3.805887 -0.292617 -3.550165 0.0 0.0 0.0
H 4.282962 0.481182 -2.013608 0.0 0.0 0.0
H 3.356592 1.402057 -3.214953 0.0 0.0 0.0
F 0.642342 -2.581493 1.740528 0.1 -0.2 -0.1
B -0.178076 -1.712040 2.478290 0.0 0.1 -0.1
F -1.395523 -2.287865 2.764792 -0.2 -0.1 0.0
F 0.484572 -1.300734 3.627209 0.1 0.1 0.2
F -0.399552 -0.542700 1.644213 -0.1 0.1 -0.1
S -1.335047 -2.047210 -0.995563 -0.1 -0.1 0.0
C -1.939412 -2.378392 -2.505898 0.0 0.0 0.0
N -2.774502 -1.609786 -3.230760 0.1 0.0 0.1
C -2.929898 -2.132006 -4.571172 -0.1 -0.1 -0.2
C -2.538224 -3.602927 -4.383310 -0.1 -0.1 -0.1
N -1.649167 -3.505686 -3.241349 0.1 0.1 0.1
H -2.806260 -0.593457 -3.025267 -0.1 0.0 0.0
H -2.261899 -1.624683 -5.276929 0.0 0.0 0.0
H -3.955306 -2.024030 -4.926373 0.0 0.0 0.0
H -2.029572 -4.015076 -5.255682 0.0 0.0 0.0
H -3.419235 -4.218906 -4.162051 0.0 0.0 0.0
H -1.371423 -4.314668 -2.712403 0.0 0.0 0.0